[1]
DFT (wB97M-V/def2-TZVPD) results for a structure of composition C22H26IrN8O3.

As for the energy above the lowest of the compared OMol25 structures with the same formula, charge and spin: 0.0 kcal/mol. The value obtained for the highest occupied orbital energy is -11.30 eV. As for the charge: +1. The value obtained for the strongest force on any atom is 1.79 eV/A.

Each line ends with the Mulliken charge.
CARTESIAN COORDINATES (ANGSTROEM)
H1 -0.3359 1.8576 2.5884  0.268
C1 -2.3074 2.6527 1.0894  -0.651
Ir1 -0.5130 0.2631 -0.1922  1.010
N1 0.6536 -0.9000 0.9440  -0.113
C2 1.8191 -0.5509 1.5021  -0.190
H2 -2.2327 5.9741 1.1334  0.368
C3 3.5643 1.2035 1.1808  -0.536
H3 -1.3185 3.3987 -1.1731  0.285
N2 -0.1702 3.9232 2.4178  0.066
O1 -2.0217 1.0076 -1.7721  -0.744
C4 -2.9229 0.5921 -0.9869  0.686
H4 1.1225 -2.9007 1.0902  0.599
C5 -2.1153 4.9891 0.6841  -0.622
H5 -4.8359 1.5147 -1.2942  0.345
C6 2.1393 2.0779 -0.9551  -0.398
C7 -1.5672 4.1045 2.8230  -0.664
H6 1.1920 4.7786 1.0741  0.350
H7 1.0068 2.4280 1.5906  -0.041
H8 -1.8233 3.3584 3.5760  0.355
C8 0.2286 -2.2698 1.1299  -1.040
C9 0.1588 4.9212 1.3966  -0.804
H9 -0.9227 -4.6500 0.4679  0.483
C10 -2.0426 -3.1214 -2.3313  -0.915
C11 -4.4179 0.5292 -1.0878  -0.720
H10 -2.5634 1.9049 1.8366  0.089
N3 1.6333 1.0752 -0.2254  -0.067
C12 -3.4908 -0.3467 1.0090  -0.072
N4 -0.8031 -1.6269 -0.9518  -0.018
N5 -0.8906 2.3966 0.6246  0.938
C13 -1.5195 -1.8784 -2.0612  -0.029
H11 0.0642 5.9168 1.8281  0.354
H12 -0.2592 -2.4859 2.0817  0.346
H13 -2.7851 4.9146 -0.1741  0.336
H14 -4.6980 -0.1189 -1.9195  0.388
C14 4.0510 2.2778 0.4558  -0.421
H15 -2.9717 2.5777 0.2314  -0.028
H16 3.6839 3.5083 -1.2827  0.463
C15 3.3295 2.7083 -0.6472  -0.970
H17 -5.3786 0.6661 0.8945  0.304
N6 -0.7312 4.8183 0.2324  0.019
N7 -2.4768 0.0864 0.1577  0.325
H18 0.3820 3.3862 -0.7486  0.067
H19 4.9846 2.7536 0.7252  0.472
C16 2.3667 0.6372 0.8025  0.678
H20 -1.6237 -1.0606 -2.7586  0.582
H21 1.6111 2.3335 -1.8555  0.857
C17 -0.5862 -2.6238 -0.0749  0.731
O2 2.4622 -1.1965 2.3070  -0.708
C18 -4.8112 -0.0422 0.2912  -0.594
N8 -2.4712 3.9672 1.6732  0.217
H22 -2.5931 -3.2706 -3.2500  0.441
C19 -1.8494 -4.1506 -1.4158  -0.300
H23 -1.6936 5.0952 3.2566  0.351
H24 4.0796 0.7745 2.0297  0.545
C20 -1.1085 -3.8882 -0.2793  -0.942
C21 -0.0280 2.6019 1.8518  -0.355
H25 -5.3977 -0.9572 0.2314  0.369
O3 -3.3288 -0.8390 2.0896  -0.608
C22 -0.6049 3.5020 -0.3561  -0.592
H26 -2.2644 -5.1340 -1.5918  0.452

Atoms 1-6, force components in eV/Å:
0.0197 -0.0632 -0.0425
0.0167 0.1833 0.2700
0.5195 1.6354 -0.5065
-0.9638 -0.1354 1.2582
-0.0058 -0.2371 -0.4734
0.0097 0.0197 0.0069



[2]
DFT (wB97M-V/def2-TZVPD) results for a structure of composition C22H26LaN2O2P.

As for the energy above the lowest of the compared OMol25 structures with the same formula, charge and spin: 0.0 kcal/mol. The value obtained for the highest occupied orbital energy is -5.97 eV. The value obtained for the strongest force on any atom is 2.03 eV/A.

Each line ends with the Mulliken charge.
CARTESIAN COORDINATES (ANGSTROEM)
La1 0.1836 0.5299 -0.6804  0.569
H1 -1.4538 -0.1928 6.2410  0.394
H2 2.0173 4.8922 -1.1552  0.406
H3 1.5189 0.6703 -3.2398  0.359
C1 -0.3450 0.0022 4.3910  -0.810
C2 -0.7367 -3.0096 -2.2468  -1.203
C3 1.2625 4.7756 -0.3858  -0.442
H4 -1.4439 4.3578 2.3247  0.361
C4 -2.7331 -0.2881 4.5503  -0.826
C5 0.7350 -3.3353 -1.9979  -0.673
C6 0.9536 5.8237 0.4604  -0.389
C7 -2.8609 -0.1193 0.3947  0.342
C8 -0.3632 3.4327 0.7216  0.095
O1 -1.7781 0.2657 -1.7006  -0.410
H5 0.6118 0.1118 4.8854  0.407
H6 3.2827 -4.6178 -1.8728  0.276
C9 -1.6631 -0.0839 2.3750  0.401
H7 -1.2912 -3.9154 -2.4942  0.422
H8 1.4726 6.7689 0.3375  0.333
C10 3.9566 -3.7859 -1.6622  -1.172
C11 -0.4136 0.0408 3.0317  -0.545
H9 -3.6383 -0.4129 5.1331  0.385
H10 -1.2080 -2.5746 -1.3633  0.165
C12 -2.9099 -0.0469 -1.1378  0.452
C13 -0.6696 4.4873 1.5759  -0.777
H11 0.5507 -0.5681 -4.0782  0.250
N1 -1.7019 -0.0275 1.0030  0.103
C14 2.4299 -1.3241 -3.2216  -0.635
H12 -0.2460 6.5298 2.1178  0.365
C15 -1.5222 -0.1672 5.1617  -0.518
H13 0.4944 0.1878 2.4585  0.206
H14 2.0115 0.0927 -4.8045  0.389
H15 4.3161 -3.3996 -2.6173  0.279
H16 0.8232 -4.0273 -1.1554  0.395
C16 3.2745 -2.6982 -0.8370  -0.656
C17 -4.0617 -0.3480 2.4425  -0.712
C18 0.6294 3.5172 -0.2914  0.223
C19 -2.8300 -0.2452 3.1356  1.272
H17 -0.9561 2.5226 0.8341  0.381
H18 -4.9811 -0.4693 3.0052  0.416
O2 -3.9677 -0.2790 -1.6759  -0.662
H19 4.8184 -4.1916 -1.1301  0.395
H20 2.9499 -3.0905 0.1303  0.398
H21 3.4324 -0.9284 -3.0360  0.400
H22 -4.9875 -0.3594 0.5001  0.552
N2 0.9465 2.4357 -1.1017  -0.543
H23 2.5489 -2.1793 -3.8903  0.455
C20 -0.0112 5.7011 1.4626  -0.563
H24 3.9753 -1.8915 -0.6078  0.400
H25 1.1695 -3.8472 -2.8599  0.492
C21 -4.0838 -0.2888 1.0863  -0.672
P1 1.8108 -1.9010 -1.5892  0.493
H26 -0.8854 -2.3025 -3.0639  0.269
C22 1.5671 -0.2300 -3.8630  -1.294

Atoms 1-6, force components in eV/Å:
1.5930 0.4936 0.5770
0.0113 -0.0016 -0.0067
-0.0124 0.0325 0.0207
0.0141 -0.0190 -0.0185
-0.1484 -0.0194 0.2047
-0.0447 0.0641 0.0098



[3]
DFT (wB97M-V/def2-TZVPD) results for the molecule C22H26N2O3.

Its SMILES is CCOc1ccc(CN(CC)C(=O)Cc2c[nH]c3ccccc23)cc1OC. As for the energy above the lowest of the compared OMol25 structures with the same formula, charge and spin: 43.3 kcal/mol. The value obtained for the highest occupied orbital energy is -7.81 eV. The value obtained for the strongest force on any atom is 0.68 eV/A.

Each line ends with the Mulliken charge.
CARTESIAN COORDINATES (ANGSTROEM)
O1 2.6314 -0.0676 0.3771  -0.232
C1 0.4574 0.1710 1.4107  -0.143
C2 1.5705 -0.5835 1.0744  0.778
H1 -1.5670 1.4812 2.6242  0.505
C3 1.6096 -1.9397 1.4570  0.459
H2 -4.9396 0.0189 2.0597  0.313
H3 -1.7179 3.8907 -3.0137  0.412
H4 5.6071 -1.6258 2.0312  0.382
N1 -0.0870 2.6293 -3.5396  0.027
N2 -2.5272 0.6508 0.9942  0.515
C4 -1.2390 2.9411 -2.8694  -1.124
H5 0.8471 -2.0885 -1.6437  0.447
C5 0.3169 1.3807 -3.1665  -0.814
H6 3.5152 1.4585 -0.5530  0.247
O2 -1.5617 2.6610 0.7347  -0.707
H7 4.0099 -1.7708 0.1097  0.119
H8 -5.2170 0.7376 0.4750  0.276
H9 0.4003 1.2080 1.1252  0.600
C6 -0.5932 -1.7086 2.4467  -0.578
O3 2.5889 -2.8484 1.1732  -0.512
H10 4.0616 -0.8672 2.4299  0.221
H11 -3.4849 1.0888 -1.4112  0.337
C7 0.5217 -2.4676 2.1442  -0.664
H12 4.4417 -2.4744 3.0598  0.316
H13 -1.4198 -2.1588 2.9772  0.429
H14 -3.3336 -0.6289 -0.4658  0.515
C8 0.6786 -1.1105 -2.0695  -0.907
H15 2.4527 -1.2027 -3.2666  0.414
H16 -3.3119 2.8412 -1.2190  0.427
H17 1.7381 1.4955 -0.6551  0.223
H18 -1.1126 -0.7915 -0.9580  0.319
H19 2.1375 1.0405 -4.2662  0.371
C9 -1.6142 1.9055 -2.0658  0.229
C10 2.5906 1.2863 -0.0035  -0.970
H20 4.4436 -3.3843 0.7278  0.418
C11 -0.6303 -0.3743 2.0823  -0.041
C12 -3.4024 -0.4344 0.6064  -0.972
C13 1.5963 -0.6045 -2.9931  -0.579
C14 -0.6250 0.8836 -2.2305  1.630
H21 0.3914 3.2299 -4.1885  0.171
C15 1.4290 0.6433 -3.5537  -1.084
H22 2.5568 1.9486 0.8674  0.409
C16 -2.7932 1.8837 -1.1420  -0.695
C17 3.9308 -2.4471 0.9650  -0.222
C18 4.5506 -1.8113 2.2044  -1.032
H23 -5.4850 -0.9931 0.7187  0.458
C19 -2.2552 1.7671 0.2794  0.663
C20 -1.8513 0.4846 2.2795  -1.834
H24 -2.5442 0.0349 2.9937  0.454
H25 -3.0532 -1.3350 1.1183  0.526
C21 -0.4261 -0.3852 -1.6835  0.406
H26 0.5719 -3.5089 2.4220  0.477
C22 -4.8549 -0.1496 0.9889  -1.382

Atoms 1-6, force components in eV/Å:
-0.2028 -0.5842 0.2839
0.1412 0.0146 0.0526
0.1853 0.0365 0.0042
-0.1175 -0.1862 0.0462
-0.1430 -0.0566 0.1244
-0.0339 0.0277 0.1118



[4]
DFT (wB97M-V/def2-TZVPD) results for the molecule C22H26N2O4.

Its SMILES is CCOc1ccc(C(=O)NCC(=O)N2CCc3ccccc3C2)cc1OCC. As for the energy above the lowest of the compared OMol25 structures with the same formula, charge and spin: 40.8 kcal/mol. The value obtained for the highest occupied orbital energy is -7.97 eV. The value obtained for the strongest force on any atom is 0.49 eV/A.

Each line ends with the Mulliken charge.
CARTESIAN COORDINATES (ANGSTROEM)
H1 -6.0880 2.4785 -0.5072  0.418
C1 -6.8878 -0.8241 1.2750  -0.622
H2 -7.1083 -1.7582 1.7712  0.413
C2 -3.8940 -1.7085 -0.7693  -1.036
H3 8.4302 1.6397 1.8847  0.378
O1 -1.1914 -1.3655 -0.9196  -0.750
O2 4.4811 -1.9346 -0.2542  -0.514
H4 -8.7202 0.1026 1.8686  0.386
H5 5.4982 2.4135 0.1568  0.354
H6 2.7663 -2.7977 -1.0436  0.380
C3 4.0476 -0.6468 -0.1828  0.980
N1 -3.2318 -0.4202 -0.7979  0.175
H7 -4.5553 -1.7921 -1.6397  0.395
O3 6.3350 -0.1896 -0.0159  -0.492
H8 -8.2084 2.2296 0.7170  0.389
H9 7.3890 1.5590 -0.3787  0.355
C4 7.4308 0.6601 0.2494  -0.459
C5 0.9936 1.5922 -0.2320  0.425
H10 1.9418 -0.9658 -0.3315  0.569
C6 2.9227 -3.2852 1.0680  -1.060
H11 -5.2284 -2.7842 0.5453  0.433
H12 6.6688 1.5912 2.0526  0.351
C7 2.7307 -0.2340 -0.2554  -0.866
H13 -1.6194 1.5241 -1.8921  0.285
H14 -3.6013 1.5861 -0.3730  0.434
C8 3.4106 2.0570 -0.0187  -1.331
H15 4.1305 -3.8535 -0.6260  0.358
H16 -3.1219 -2.4769 -0.8266  0.398
C9 -1.8904 -0.3652 -0.8885  1.033
N2 0.1745 0.8635 -1.0323  -0.201
H17 2.3537 -2.4329 1.4304  0.323
H18 2.2593 -4.1420 0.9889  0.368
C10 -7.5059 1.4108 0.6837  -0.554
C11 -4.7070 -1.8265 0.5143  -0.927
C12 4.7361 1.6595 0.0427  -0.267
O4 0.6016 2.5842 0.3573  -0.697
H19 0.4807 -0.0335 -1.3844  0.252
C13 2.4029 1.1222 -0.1841  0.105
C14 3.5444 -2.9914 -0.2947  -0.495
H20 7.6177 0.1307 2.3263  0.309
H21 3.1484 3.1005 0.0581  0.434
H22 -4.0307 -1.7838 1.3732  0.300
H23 3.7058 -3.5070 1.7887  0.338
C15 -4.1106 0.7259 -0.8140  -0.884
C16 5.0756 0.3187 -0.0420  0.875
C17 -5.6880 -0.6928 0.5863  0.644
H24 -1.4890 1.6430 -0.1179  0.461
H25 -4.3588 0.9874 -1.8552  0.286
C18 -5.3986 0.5062 -0.0562  0.704
C19 7.5426 1.0333 1.7253  -1.084
C20 -1.2546 1.0194 -0.9875  -1.089
C21 -6.3159 1.5498 -0.0036  -0.730
H26 8.3035 0.0730 -0.0504  0.348
C22 -7.7923 0.2187 1.3290  -0.597

Atoms 1-6, force components in eV/Å:
0.0132 0.1270 -0.0619
-0.0196 0.0830 -0.0006
-0.0280 -0.1082 0.0469
0.0822 -0.4473 0.1684
0.0898 0.0798 0.0409
0.2025 -0.1972 -0.0314



- strongest force on any atom of number 1 (C22H26IrN8O3)?
  1.79 eV/A



- What is the highest occupied orbital energy in the second record?
  -5.97 eV



- What is the formula in the fourth record?
  C22H26N2O4